# C42H36BClO16S

7 unconnected molecules or ions with the total composition C42H36BClO16S at a distorted geometry (wB97M-V/def2-TZVPD, the OMol25 dataset).

Computed properties:
HOMO energy, eV: -9.964
Orbital gap, eV: 7.9
Energy, eV: -100919.601
2S+1: 1
SMILES: O=C(O)CBCCCCS(=O)(=O)Cl.O=C1C=CC(=O)C=C1.O=C1C=CC(=O)C=C1.O=C1C=CC(=O)C=C1.O=C1C=CC(=O)C=C1.O=C1C=CC(=O)C=C1.O=C1C=CC(=O)C=C1

The geometry in XYZ format:
```
97
C42H36BClO16S (wB97M-V/def2-TZVPD)
Cl -5.192 -2.057 -1.703
S -5.340 -0.051 -2.399
O -2.062 -3.993 -2.628
O 1.031 2.522 -1.451
O -4.821 0.961 -1.334
O -3.752 2.348 2.491
O -0.762 -3.210 -4.522
O -2.749 3.393 -4.696
O 3.083 5.854 8.904
O 2.711 -1.888 -0.447
O 0.383 4.565 3.415
O 3.731 3.811 4.039
O 5.904 -6.140 -0.447
O -8.634 0.514 3.525
O 8.304 -10.666 3.605
O -5.437 4.966 -9.005
O -6.893 0.210 -2.507
O 5.111 -6.414 3.604
C 0.882 2.993 -0.331
C -3.014 -0.047 -4.242
C 6.422 -7.918 2.352
C -0.516 0.597 -3.479
C 3.582 4.282 5.158
C 7.226 -8.986 2.351
C -2.115 0.627 -3.049
C -4.632 0.190 -4.116
C -6.781 1.767 4.265
C -4.819 4.604 -8.013
C -6.831 0.632 2.012
C 4.592 -4.636 0.806
C 3.232 5.384 7.785
C 0.532 4.094 2.296
C -4.729 4.313 -5.580
C -0.332 -2.025 -2.161
C 3.445 -2.867 -0.447
C 5.845 -7.393 3.605
C 1.485 2.995 2.047
C -5.605 1.094 1.751
C -2.780 3.651 -7.038
C 6.992 -9.161 4.857
C 6.188 -8.094 4.858
C 4.348 3.772 6.312
C -0.234 4.605 1.141
C 1.648 2.483 0.823
C 7.570 -9.687 3.604
C -3.456 4.046 -8.121
C -1.124 -3.161 -3.089
C -5.554 2.229 4.004
C 5.170 -5.161 -0.447
C -0.071 4.092 -0.082
C 2.466 5.894 6.631
C -3.367 3.755 -5.687
C 2.629 5.382 5.407
C -4.875 1.926 2.729
C 4.022 -3.393 -1.700
C -7.511 0.935 3.288
C 4.185 4.284 7.536
C -5.406 4.708 -6.663
C 4.826 -4.460 -1.700
C 3.788 -3.568 0.806
B 0.250 -0.815 -3.129
H -2.316 0.044 -2.035
H 0.555 -2.549 -1.558
H -2.426 1.751 -2.845
H -1.110 -1.651 -1.362
H -0.426 0.858 -4.639
H -7.293 1.980 5.196
H 2.076 5.745 4.550
H -0.624 4.456 -0.939
H -6.407 5.118 -6.600
H 3.760 -2.867 -2.610
H -4.983 1.252 -4.528
H 5.756 -7.696 5.768
H -0.929 5.411 1.342
H -5.145 4.383 -4.582
H 1.332 -0.969 -3.573
H -5.006 2.841 4.710
H 1.771 6.700 6.831
H 7.254 -9.687 5.768
H -1.617 -3.309 -5.057
H -0.006 1.466 -2.840
H 4.739 3.920 8.393
H -3.041 3.975 -9.118
H -5.093 0.881 0.820
H 3.356 -3.171 1.717
H 4.854 -5.161 1.716
H -2.704 -1.193 -4.365
H 5.044 2.966 6.112
H 2.039 2.631 2.904
H 5.258 -4.858 -2.611
H 2.344 1.677 0.623
H 6.160 -7.393 1.442
H 7.658 -9.383 1.441
H -7.380 0.020 1.307
H -2.672 0.482 -5.255
H -5.183 -0.602 -4.817
H -1.779 3.241 -7.100
```